[1]
Here is a molecular structure, C32H36AsFeN10O3S from the Open Molecules 2025 dataset. Energies are from wB97M-V/def2-TZVPD.

Spin multiplicity ... 5
Gap between HOMO and LUMO (alpha / beta) ... 8.1 / 8.2 eV
Charge ... +1
Energy relative to the best compared isomer or geometry (same formula, charge and spin) ... 0.787 eV
Max |F| ... 0.714 eV/A

Each line ends with the Löwdin spin population.
CARTESIAN COORDINATES (ANGSTROEM)
H 1.7551 -2.2457 -2.4959  0.000
C -0.4314 2.4334 -4.6704  0.000
H -3.9970 0.6286 -8.4554  0.000
N -0.1003 0.9939 -2.3220  0.021
H -3.4820 2.2649 -0.5718  0.000
C 0.9903 5.2405 0.3268  -0.001
H 4.9597 -3.9854 -0.2472  0.000
N 2.0876 -1.4488 -0.6196  0.031
H -0.6908 3.3045 -1.8645  0.000
H 1.2080 6.2744 0.5641  0.000
N -1.1574 -2.3464 -2.1645  0.001
As -1.9788 0.9477 0.9914  0.016
C 2.3763 -2.3113 -1.6095  0.002
C -0.0609 3.5856 -1.0247  0.002
H -4.4095 1.6164 0.7936  0.001
H -2.5399 2.1577 -4.3127  0.000
O 2.4271 2.0333 2.5779  0.017
H -2.6686 2.6448 2.7215  0.000
H 1.9322 1.1874 -2.6003  0.000
C 0.1774 4.9195 -0.7541  0.002
C -3.4507 0.3454 3.4991  0.001
H 1.7155 2.5250 -4.6939  0.000
H -1.4700 -3.6121 1.9698  0.000
S -0.6264 3.3824 -6.1679  0.000
H -2.6703 1.7041 6.5137  0.000
C -0.7765 0.2484 -8.7096  0.000
C 3.3981 -3.2325 -1.5236  0.001
C 1.5136 4.2141 1.0941  0.001
C 4.1482 -3.2751 -0.3552  -0.001
H -1.9997 -0.9551 2.6412  0.000
N -2.4206 -3.9307 -0.2492  0.001
N -0.0893 -2.0927 1.7033  0.011
O -0.4205 -1.7123 -2.8925  0.004
C 0.9571 1.4338 -3.0066  0.002
Fe 0.2323 0.0010 -0.3957  3.730
C -5.4420 0.9954 4.7074  0.000
H -0.1958 -1.8161 2.6679  0.000
H -2.1591 0.8991 -2.2080  0.000
H -5.4500 0.0898 2.7600  0.000
H -2.6940 -4.0199 -1.2123  0.000
H -1.8933 3.4236 1.3239  0.000
H 2.1406 4.3854 1.9590  0.000
N -2.0792 0.0250 -8.9045  0.000
C -1.3224 1.2587 -2.7967  0.003
C -4.6684 1.4424 5.7671  0.001
C -1.5406 -2.9844 0.0462  0.003
H -3.2972 2.4867 -6.9516  0.000
H -5.1398 1.8548 6.6503  0.000
C -3.2822 1.3532 5.6924  0.000
C 1.8108 1.7704 1.5449  0.011
C -1.2020 2.0642 -7.2300  0.000
N 0.4546 2.5887 -0.2990  0.031
C -3.6369 1.3896 0.0591  0.003
H -0.8980 2.6393 2.5589  0.000
C -4.8357 0.4495 3.5810  0.001
C -2.7933 -0.2912 2.3088  0.004
H -3.9667 0.5574 -0.5641  0.000
N -0.9886 -2.1084 -0.8091  0.024
N 1.6479 0.5598 0.9877  0.056
H 3.4068 -0.0231 1.9408  0.001
C -1.5344 1.9658 -3.9631  0.001
C 2.8220 -1.4723 0.4932  0.002
C -2.9439 0.8215 -8.2733  0.000
H -0.2582 5.6866 -1.3831  0.000
H 3.6044 -3.8988 -2.3518  0.000
H 0.7738 -2.6105 1.5852  0.000
H -1.5979 0.7425 4.5153  0.000
C 0.8366 2.1671 -4.1739  0.001
H 0.7782 1.4053 -7.7642  0.000
H -3.5060 -0.8877 1.7390  0.000
C -2.6810 0.8096 4.5679  0.000
N -1.1723 -2.8881 1.3394  0.000
H 4.4244 -2.3793 1.5851  0.000
C 3.8545 -2.3873 0.6638  0.001
H -0.0917 -0.4050 -9.2415  0.000
C 1.2143 2.9053 0.7459  0.001
C 2.4882 -0.4596 1.5554  0.008
C -1.8430 2.5877 2.0183  0.003
C -2.5579 1.8545 -7.4281  0.000
H -6.5218 1.0621 4.7579  0.000
H 2.0328 -0.9568 2.4236  0.001
O -2.0083 -3.1264 -2.5974  0.002
C -0.2873 1.2536 -7.8859  0.000
H -2.7594 -4.5768 0.4434  0.000

[2]
Here is a molecular structure, C32H36F5N6O2PPtS3Te at a distorted geometry from the Open Molecules 2025 dataset. Energies are from wB97M-V/def2-TZVPD.

Gap between HOMO and LUMO ... 4.1 eV
Charge ... +2
Energy relative to the best compared isomer or geometry (same formula, charge and spin) ... 3.318 eV
Max |F| ... 4.868 eV/A

Each line ends with the Löwdin charge.
CARTESIAN COORDINATES (ANGSTROEM)
C 1.0380 -4.6764 -2.3162  -0.063
F 3.1488 3.1976 -0.3126  -0.370
H -0.5432 1.3988 -5.5525  0.115
H -5.2550 -3.7368 -1.8713  0.118
H 0.5651 -4.2393 -4.3694  0.118
H 1.5292 4.9282 -0.7621  0.140
C 0.2095 -3.1168 -0.6874  -0.103
F 1.7462 -0.8496 -0.2073  -0.493
H 1.0454 2.1482 5.0536  0.139
C 1.4114 0.2958 3.2493  -0.215
C 0.4782 -3.9146 -3.3388  -0.065
O 0.5925 2.6311 -0.7330  -0.381
H 0.1573 0.0557 -3.6273  0.052
Te 2.3478 1.7634 0.5667  1.956
C -3.5540 -2.4754 -1.5713  -0.074
H -4.4938 1.6690 -3.9328  0.119
H 0.4268 6.9857 0.1299  0.129
F 1.3622 3.0665 1.6717  -0.440
C 0.5393 4.9247 -0.3374  0.006
H -1.4005 -0.2943 6.1960  0.134
N -0.7840 1.1384 4.7915  -0.082
C -3.4722 1.3164 -3.8624  -0.046
H 1.3339 -4.8796 -0.1978  0.119
N 4.8323 -0.3704 -1.8606  0.043
C 0.9030 -4.2797 -0.9899  -0.052
C 5.8446 -1.8902 -3.3911  -0.327
C -3.0798 0.5530 -2.7718  -0.094
C -2.8790 -1.6424 -0.6754  -0.368
H 6.8736 -0.2760 -2.3601  0.149
S 4.0639 -2.3225 -3.2978  1.085
N -0.5896 -1.2521 4.5065  -0.080
H -2.9014 4.5031 1.2409  0.121
H 4.7313 0.3675 -1.1080  0.114
H -4.9308 -1.9458 2.0062  0.116
C -1.7757 0.0653 -2.6844  -0.363
H 5.9980 -1.3598 -4.3284  0.100
C -1.9273 4.6513 0.7929  -0.055
C 3.7996 -0.9733 -2.2878  -0.712
C -1.2691 3.5480 0.2690  -0.553
C -0.3478 -2.3419 -1.7126  -0.391
H 1.3789 -1.9938 4.5805  0.132
C -0.5718 -1.0899 3.0706  -0.181
N 1.3768 0.1092 4.6702  -0.083
C -1.3301 5.8981 0.7580  -0.012
H -0.3438 2.2911 3.1188  0.112
Pt -0.2171 0.4429 0.3392  0.622
C -0.0770 6.0314 0.1764  -0.006
N 0.0113 0.2369 2.6722  -0.173
H -2.3968 -0.2012 4.7288  0.131
C -3.3801 -1.4421 0.6064  -0.100
C 6.1078 -1.0219 -2.1641  -0.131
O 2.4213 1.0549 -1.7072  -0.530
N -0.0574 3.7170 -0.2840  -0.193
H -1.5878 -1.1561 2.6914  0.095
C -2.5639 1.6183 -4.8649  -0.052
C -0.8631 0.3982 -3.6861  -0.115
S -2.0335 1.9677 0.3678  0.760
H -1.8339 6.7557 1.1849  0.129
H -3.1691 -2.6251 -2.5749  0.117
S 2.1530 -0.3492 -2.0160  1.146
H 0.0814 -2.8092 0.3443  0.092
C 0.5977 1.1846 5.2948  -0.123
F 4.1226 0.8495 0.1672  -0.473
H 0.7759 -1.2954 6.1005  0.135
H 1.5637 -5.5958 -2.5551  0.119
C -4.7231 -3.1009 -1.1750  -0.044
C -0.7871 1.3273 3.3562  -0.195
F 3.5079 2.2741 1.9689  -0.420
H 0.5901 1.0495 6.3750  0.136
C -1.3779 -0.1651 5.1154  -0.135
H -6.1175 -3.4214 0.4266  0.119
C -0.2177 -2.7482 -3.0423  -0.093
H 2.0248 -0.4811 2.7808  0.129
H -1.8062 1.2912 2.9899  0.081
C -5.2111 -2.9164 0.1168  -0.045
H -0.6785 -2.1757 -3.8385  0.107
H 1.8426 1.2705 3.0540  0.061
H -2.8708 2.2095 -5.7186  0.118
H 0.0350 -1.8823 2.6262  0.120
H 6.4268 -2.8078 -3.4019  0.102
C -1.2569 1.1619 -4.7725  -0.058
H -3.7950 0.3247 -1.9918  0.105
P -1.3239 -0.9025 -1.2092  0.936
C -4.5438 -2.0877 1.0049  -0.050
H 6.4166 -1.6163 -1.3045  0.150
C 0.7914 -1.1851 5.0178  -0.135
H -2.8653 -0.7649 1.2756  0.051

[3]
Here is a molecular structure, C32H36N5Pt at a distorted geometry from the Open Molecules 2025 dataset. Energies are from wB97M-V/def2-TZVPD.

Gap between HOMO and LUMO ... 6.2 eV
Charge ... +1
Energy relative to the best compared isomer or geometry (same formula, charge and spin) ... 0.236 eV
Max |F| ... 3.565 eV/A

Each line ends with the Löwdin charge.
CARTESIAN COORDINATES (ANGSTROEM)
H -1.4022 -1.9392 3.1143  0.106
C -2.6779 4.5016 -0.0927  -0.029
H -4.6889 -0.9392 1.8782  0.103
C -2.7216 -0.6546 1.0083  -0.561
C -2.3205 -2.1245 1.1727  -0.203
C -2.3065 -4.3657 0.2614  -0.059
N -0.0625 1.9537 -0.6793  -0.053
H -2.7723 -0.2496 -1.1460  0.083
H -4.2046 5.1266 -1.4553  0.115
H 5.1440 -2.5371 -1.7124  0.121
H 3.9150 0.5076 -2.4146  0.073
H 3.5852 2.9133 0.6348  0.098
C -1.6530 -2.5986 2.2960  -0.033
H -2.9880 5.1811 0.6912  0.122
C -1.6131 -4.8239 1.3708  -0.058
H -2.7061 -0.1376 3.1131  0.100
H -3.1910 -2.6911 -0.7166  0.117
H -4.5837 0.4502 0.7815  0.093
C -0.9196 3.6647 1.4849  -0.026
H 0.5813 4.3949 -1.2909  0.101
C 1.1367 2.4601 -0.5611  -0.226
H 1.6766 4.4298 0.0971  0.102
H 4.1549 1.2346 0.5389  0.102
H -1.2265 0.8131 -2.8601  0.036
C -1.4536 1.8194 -3.2195  -0.035
C 2.8145 -0.7679 -0.0268  -0.249
H 4.0565 -1.0664 -3.1915  0.089
C 4.5042 -2.2250 -0.8970  -0.031
N 1.4191 -3.8998 -1.2522  0.131
C 1.9277 -1.0104 2.3089  -0.027
N 1.9029 0.2883 -0.1978  0.015
C -1.1915 2.7915 -0.8858  -0.228
C -1.3007 -3.9364 2.3916  -0.053
H -1.1822 0.2430 2.2823  0.066
C -3.3598 4.4705 -1.2957  -0.047
C 1.4286 3.8990 -0.8245  0.024
C 3.7437 -2.4857 1.3639  -0.027
C 0.7085 -2.9212 -1.0185  -0.308
C 4.5721 -2.8751 0.3234  -0.049
N 0.0551 -1.9584 -0.8175  -0.054
C 2.8495 -1.4400 1.2058  -0.213
H -3.5125 3.5678 -3.2250  0.121
C 2.2089 1.5439 -0.2617  -0.238
C -2.9698 3.5844 -2.2886  -0.028
H -0.5541 2.2059 -3.7041  0.094
H 4.1303 2.2505 -0.9048  0.103
H 5.2618 -3.6967 0.4598  0.115
H -1.3352 -5.8662 1.4513  0.115
C 3.5062 -0.5053 -2.4402  -0.018
C -1.5987 3.6596 0.1400  -0.214
H -2.5713 -5.0482 -0.5355  0.116
H -0.4961 2.6876 1.7167  0.068
C -1.8932 2.7308 -2.1053  -0.212
Pt -0.1622 -0.0394 -0.6612  1.206
H -4.6625 -1.1997 0.1358  0.085
H -0.7863 -4.2841 3.2779  0.112
H 0.9087 -0.9357 1.9263  0.038
H 3.7958 -3.0006 2.3148  0.119
C 3.6003 2.0134 0.0199  0.025
C 3.6198 -1.1769 -1.1003  -0.215
H 2.2079 -0.0324 2.7100  0.088
H 1.9444 -1.7271 3.1275  0.088
H -1.6326 3.9320 2.2625  0.092
H -0.1172 4.4051 1.5183  0.083
H 2.2927 3.9821 -1.4851  0.106
N 1.4669 -6.3576 -1.2147  0.116
C -2.2683 0.2272 2.1862  -0.041
C 1.4038 -5.2030 -1.2258  -0.365
C -4.2653 -0.5823 0.9402  -0.024
H 2.4612 -0.4343 -2.7541  0.077
H -2.2326 1.7408 -3.9754  0.088
C -2.6552 -3.0297 0.1627  -0.051
C -2.1347 -0.1583 -0.2605  0.043
H -2.6110 1.2505 2.0290  0.083

[4]
Here is a molecular structure, C32H37BaN10OSSb at a distorted geometry from the Open Molecules 2025 dataset. Energies are from wB97M-V/def2-TZVPD.

Gap between HOMO and LUMO ... 6.7 eV
Charge ... 0
Energy relative to the best compared isomer or geometry (same formula, charge and spin) ... 0.000 eV
Max |F| ... 1.549 eV/A

Each line ends with the Löwdin charge.
CARTESIAN COORDINATES (ANGSTROEM)
C -1.2012 2.9748 -4.3892  -0.112
C 4.1260 3.5233 -1.0848  -0.181
H 1.3891 0.6669 2.6869  0.064
N 0.2937 -1.9283 2.8123  -0.057
C -0.5707 0.9320 -2.5447  -0.426
H 0.2840 3.5793 0.3064  0.113
C 1.8705 -0.1561 3.2225  -0.026
H 4.8601 4.3146 -0.9158  0.121
H 2.4466 0.2846 4.0355  0.085
H 0.9224 3.4805 -1.9895  0.118
H -2.3244 -1.5574 -2.8868  0.084
C -1.3538 2.0473 -2.1441  -0.176
C -4.2952 -3.8779 0.7480  -0.130
H 2.7502 -2.5855 -2.8120  0.083
C 1.6461 -3.5398 -1.2353  -0.323
C 2.1853 -2.3200 -1.9191  -0.022
C -3.2953 -1.2979 -2.4660  -0.013
H -1.9093 -3.5567 4.7562  0.090
H -3.2139 -0.2753 -2.0869  0.086
N -2.5361 1.9272 3.6350  0.024
C -3.0075 -3.4172 0.5289  -0.492
H -2.2452 3.8888 -2.7600  0.107
C 0.6648 -5.6856 0.1497  -0.138
C -1.8263 2.2882 -0.7660  -0.130
C -0.1117 0.8842 -3.8749  -0.036
N 4.0006 2.7260 0.1416  -0.086
H 0.2670 -6.5203 0.7122  0.079
S -2.9044 -0.3934 2.3577  0.408
Sb -1.4494 -4.3020 1.8107  1.504
C -0.6811 -2.7652 3.1699  -0.531
N 2.2052 4.2186 0.8504  -0.083
H 3.3647 3.0238 2.1143  0.121
H -2.3194 3.2491 -0.5947  0.117
N 1.6940 2.2454 -0.4816  -0.069
O -0.2893 -0.0316 -1.7137  -0.507
Ba -0.7264 -1.0308 0.2823  1.727
C -5.2989 -3.4946 -0.1323  -0.051
C 0.4259 -1.1403 5.0509  -0.012
H -3.2126 1.5205 4.2583  0.054
H -2.5375 2.9353 3.5803  0.078
H -5.7516 -2.3796 -1.9080  0.116
N 0.6787 -3.3543 -0.3371  -0.054
C 1.8802 3.0507 -1.6946  -0.165
H 2.8671 -1.7939 -1.2446  0.088
C 2.1540 -4.8122 -1.4988  -0.020
C 0.1858 -4.4001 0.3508  -0.440
C -2.4409 1.3032 2.4007  -0.929
H 1.3875 -1.6223 -2.1803  0.049
H -0.0574 1.8175 -5.7935  0.098
H 3.3437 1.0409 -0.9096  0.123
C 3.4883 3.6069 1.1975  -0.180
H 1.4289 5.4196 -0.6764  0.126
H 4.2211 4.3953 1.3855  0.122
H 2.9276 -4.9345 -2.2449  0.114
C -1.1270 -2.8628 4.4787  -0.144
H 2.2239 2.4006 -2.5024  0.128
C -4.9903 -2.6862 -1.2029  -0.012
N -2.7270 -2.6277 -0.5182  -0.102
C -3.6782 -2.2445 -1.3719  -0.320
H -4.5185 -4.5252 1.5864  0.087
C 1.6628 -5.8898 -0.7964  -0.058
H 2.0472 -6.8855 -0.9795  0.111
H -6.3147 -3.8366 0.0207  0.112
H 2.5544 -0.6558 2.5364  0.083
C -1.6511 3.0396 -3.0819  -0.072
C -0.4242 1.8847 -4.7756  -0.099
N -1.6749 1.5167 0.2420  -0.152
N 2.8576 4.1285 -1.4953  -0.084
C 1.2431 3.1424 0.5867  -0.176
C 2.3842 4.9718 -0.3945  -0.176
H -4.0468 -1.2951 -3.2547  0.085
H 2.8762 1.0919 0.8030  0.103
C 0.8384 -1.1188 3.7233  -0.334
C -0.5653 -2.0226 5.4275  -0.052
H -0.9041 -2.0550 6.4555  0.113
H 3.1086 5.7722 -0.2242  0.122
H 4.4857 2.8794 -1.8909  0.122
N -2.0602 2.1216 1.4568  -0.040
H 0.8808 -0.4698 5.7674  0.116
C 2.9903 1.6912 -0.1043  -0.179
H 0.4924 0.0330 -4.1648  0.106
H 1.0858 2.5705 1.5046  0.109
H -1.4485 3.7597 -5.0908  0.091